{"formula": "C19H30ClN3", "method": "the ωB97M-V functional and the def2-TZVPD basis", "charge": 0, "gap_ha": 0.310, "max_force_ev_per_a": 0.44, "homo_energy_ev": -7.685, "smiles": "CC(C)CN1CCC[C@@H](N2CCN(c3cccc(Cl)c3)CC2)C1", "total_energy_ha": -1366.434650, "elements": ["C", "C", "C", "C", "N", "C", "C", "C", "C", "N", "C", "C", "N", "C", "C", "C", "C", "C", "Cl", "C", "C", "C", "C", "H", "H", "H", "H", "H", "H", "H", "H", "H", "H", "H", "H", "H", "H", "H", "H", "H", "H", "H", "H", "H", "H", "H", "H", "H", "H", "H", "H", "H", "H"], "xyz": [[0.1930, -1.6998, 5.2997], [-0.8101, -0.8352, 4.5414], [-0.6499, 0.6361, 4.9090], [-0.6318, -1.0220, 3.0270], [-1.6241, -0.2598, 2.2891], [-2.8960, -0.9349, 2.1179], [-2.8844, -2.0100, 1.0226], [-2.4103, -1.4063, -0.2962], [-1.0380, -0.7468, -0.0859], [-0.4288, -0.1701, -1.2710], [0.2464, -1.1462, -2.1133], [0.5329, -0.5261, -3.4882], [0.8256, 0.8788, -3.3771], [2.1046, 1.3703, -3.3079], [2.3320, 2.7523, -3.4021], [3.6112, 3.2664, -3.3849], [4.7173, 2.4379, -3.2871], [4.4954, 1.0754, -3.1996], [5.8501, 0.0014, -3.0677], [3.2245, 0.5360, -3.2013], [-0.2904, 1.6465, -2.8588], [-1.2365, 0.7415, -2.0519], [-1.1704, 0.3027, 1.0353], [1.2107, -1.4160, 5.0396], [0.0663, -1.5756, 6.3725], [0.0582, -2.7524, 5.0586], [-1.8214, -1.1522, 4.8157], [-1.3305, 1.2371, 4.3127], [-0.8665, 0.7949, 5.9627], [0.3678, 0.9662, 4.7119], [0.3591, -0.6543, 2.7510], [-0.6645, -2.0971, 2.7930], [-3.1880, -1.3764, 3.0720], [-3.6379, -0.1715, 1.8586], [-2.2148, -2.8234, 1.3118], [-3.8869, -2.4275, 0.9113], [-2.3507, -2.1800, -1.0663], [-3.1288, -0.6525, -0.6276], [-0.3357, -1.5127, 0.2661], [-0.3448, -2.0667, -2.2548], [1.1831, -1.4167, -1.6143], [1.3489, -1.0466, -3.9866], [-0.3520, -0.6243, -4.1278], [1.4982, 3.4265, -3.5150], [3.7548, 4.3340, -3.4616], [5.7185, 2.8357, -3.2810], [3.1201, -0.5314, -3.1017], [0.0944, 2.4234, -2.1951], [-0.8464, 2.1238, -3.6782], [-1.9365, 0.2185, -2.7256], [-1.8251, 1.3676, -1.3823], [-0.2102, 0.7983, 1.1872], [-1.9018, 1.0634, 0.7443]], "lowdin_charge": [-0.083, -0.422, -0.076, -0.189, -0.173, -0.183, -0.171, -0.148, -0.304, -0.128, -0.152, -0.142, -0.095, -0.219, -0.032, -0.087, -0.132, -0.677, 0.662, -0.055, -0.133, -0.170, -0.138, 0.079, 0.075, 0.073, 0.125, 0.069, 0.074, 0.079, 0.129, 0.118, 0.113, 0.123, 0.105, 0.110, 0.110, 0.114, 0.149, 0.118, 0.120, 0.118, 0.123, 0.102, 0.105, 0.098, 0.092, 0.118, 0.125, 0.121, 0.116, 0.128, 0.118]}